Entry 1:
Computed, not measured: a structure of composition C21H31O4Pm in a non-equilibrium geometry, with ωB97M-V with the def2-TZVPD basis set.

Cartesian coordinates (Å):
Pm1 0.2382 -0.4550 1.9328
O1 0.5954 -1.2505 -4.2383
O2 -0.2967 1.1627 5.8369
O3 0.7607 -0.8054 5.3745
O4 -0.2045 -0.0764 -0.4060
C1 1.8463 1.6146 1.2092
C2 -2.2533 0.3739 1.8618
C3 -1.7264 -0.9579 3.6661
C4 -2.1639 0.1887 -1.8315
C5 0.3780 -0.9811 -6.6786
C6 -2.0083 -1.8167 2.5673
C7 0.0174 -0.4117 -5.2975
C8 2.6338 0.7464 2.0202
C9 0.9572 1.6369 3.3258
C10 0.3651 0.1241 6.1634
C11 0.2389 0.5788 -2.4133
C12 -1.8667 0.3873 3.2314
C13 -0.9389 2.2479 -0.9253
C14 0.8251 -0.4010 -1.4370
C15 2.1021 0.7907 3.3424
C16 1.3934 -2.1087 -6.3817
C17 1.2954 -2.3503 -4.8561
C18 -2.3780 -0.9889 1.4554
C19 0.7715 2.1221 2.0114
C20 -0.8611 0.8200 -1.3842
C21 0.7152 0.0004 7.6180
H1 -2.7563 -1.3454 0.5032
H2 -0.2224 0.0804 -3.2512
H3 1.8298 -0.1679 -1.0812
H4 0.3244 1.8502 4.1879
H5 2.5037 0.2724 4.2104
H6 -1.5249 2.3362 -0.0133
H7 -2.0063 -0.8768 -2.0477
H8 0.7800 -0.1929 -7.3320
H9 -1.4788 -1.2623 4.6761
H10 -1.6972 1.2707 3.8429
H11 -1.9182 -2.9023 2.5572
H12 0.9015 1.4150 -2.6838
H13 -1.0746 -0.3845 -5.1605
H14 2.0911 1.9198 0.1939
H15 -2.5407 0.6706 -2.7448
H16 0.7070 -1.4395 -1.7169
H17 -1.4098 2.8760 -1.6904
H18 0.7256 -3.2802 -4.6635
H19 3.4619 0.1189 1.6994
H20 1.7750 0.2286 7.7482
H21 -2.4456 1.2579 1.2589
H22 0.5432 -1.0152 7.9653
H23 0.0632 2.6399 -0.7354
H24 2.4085 -1.7853 -6.6419
H25 0.1419 0.7021 8.2316
H26 -0.0488 2.7627 1.6889
H27 1.1883 -3.0283 -6.9412
H28 -0.5268 -1.3648 -7.1762
H29 -2.9252 0.2667 -1.0529
H30 2.2944 -2.4320 -4.3969
H31 0.4005 0.6184 -5.2013

Forces on atoms 1 to 3 (eV/Å):
Pm -0.21 0.29 0.89
O 0.35 -0.40 -2.24
O 0.52 -1.27 0.37

Computed properties:
LUMO (spin up / spin down), eV: -0.6 / -0.5
Relative energy (zero: lowest compared OMol25 entry of this formula, charge and spin), eV: 0.000
Max |F|, hartree/bohr: 0.0448
Spin multiplicity: 5
Expectation value of S²: 6.008

***

Entry 2:
Computed, not measured: a structure of composition C21H32AlB2BeF8KLiNNaO11P in a non-equilibrium geometry, with ωB97M-V with the def2-TZVPD basis set.

Cartesian coordinates (Å):
K1 3.5604 2.3074 -0.2944
P1 -2.3259 -0.6047 -0.3298
Al1 1.2520 7.2533 0.5316
Na1 -3.3053 -3.1021 -0.8021
F1 4.6597 3.1635 -2.3170
F2 0.6629 3.5792 0.9324
F3 -4.1996 7.0611 -1.0544
F4 -4.3430 5.0233 -1.9967
F5 1.5440 8.8006 -0.1105
F6 -0.4265 7.0008 0.7344
F7 1.8755 6.0546 -0.5258
F8 2.0290 7.0945 2.0503
O1 -7.0481 4.9176 1.3540
O2 2.0829 -0.6145 -1.3904
O3 -3.8028 5.1676 0.2974
O4 -3.7253 0.2502 -0.1926
O5 -6.0015 5.6815 -0.4631
O6 -4.3526 4.2917 2.2580
O7 4.6659 -6.4657 3.2464
O8 1.7072 1.2479 -0.2097
O9 -1.0308 2.3502 -2.2563
O10 -1.6560 -0.9424 1.1472
O11 -1.8898 0.2519 -2.5910
N1 -0.0635 -0.6610 -5.2460
C1 -1.2237 -2.6824 -6.3162
C2 1.3185 -2.4198 4.5721
C3 -1.2353 2.5324 -0.0206
C4 0.5830 -3.1045 3.6164
C5 -1.1451 0.2331 -1.4456
C6 6.1681 -4.6671 3.1704
C7 -4.6397 4.8228 1.1739
C8 2.2302 -3.1032 5.3635
C9 -0.3766 2.7660 1.1993
C10 -0.5942 1.6877 -1.1128
C11 1.9054 -0.1074 -0.3847
C12 0.7600 -4.4698 3.4490
C13 0.9192 1.8653 -1.2879
C14 1.8389 -0.9390 0.8644
C15 1.6681 -5.1516 4.2414
C16 -2.2272 -3.3159 -5.3490
C17 5.0897 -5.5209 2.4218
C18 -1.5651 -3.8041 -4.0664
C19 2.4028 -4.4690 5.1987
C20 -6.0576 5.1401 0.7150
C21 -0.5626 -1.5280 -5.7121
B1 -1.3029 1.3935 -3.3402
B2 -4.5665 5.7666 -0.8733
Be1 3.3612 1.6716 -2.8576
Li1 -4.0541 5.0418 3.8825
H1 3.1122 -5.0038 5.8143
H2 -0.7843 -4.5350 -4.2796
H3 -2.2010 2.1806 0.3122
H4 7.0190 -5.2760 3.4655
H5 1.2621 1.5366 -2.2916
H6 -2.7176 -4.1522 -5.8489
H7 1.0912 2.9636 -1.2432
H8 -0.9849 3.2913 1.9407
H9 0.1916 -5.0028 2.6973
H10 -0.4591 -3.4082 -6.5967
H11 0.8736 -0.7518 1.3011
H12 -1.7335 -2.3577 -7.2218
H13 1.1832 -1.3526 4.7003
H14 -0.0363 1.8584 1.6905
H15 -1.1158 -2.9747 -3.5144
H16 2.0079 -1.9658 0.6274
H17 2.5602 -0.5443 1.5660
H18 -0.1282 -2.5709 2.9958
H19 -4.0953 0.1021 0.6755
H20 4.3352 -4.7828 2.0606
H21 -0.3982 -0.5369 -1.6538
H22 5.5809 -5.8500 1.4800
H23 -2.2982 -4.2785 -3.4064
H24 -1.8677 1.7956 -4.3134
H25 -3.0050 -2.5944 -5.0945
H26 2.8077 -2.5702 6.1072
H27 -1.2991 -0.1651 1.5941
H28 5.7514 -4.1933 4.0569
H29 -0.1523 0.9896 -3.6438
H30 1.8083 -6.2151 4.1116
H31 6.5327 -3.8774 2.5048
H32 -1.4041 3.4972 -0.4673

Forces on atoms 1 to 3 (eV/Å):
K 3.28 2.90 1.45
P -0.58 -2.51 -0.84
Al -0.05 0.25 -0.01

Computed properties:
LUMO, eV: -5.4
Relative energy (zero: lowest compared OMol25 entry of this formula, charge and spin), eV: 3.393
Max |F|, hartree/bohr: 0.1284
Spin multiplicity: 1

***

Entry 3:
Computed, not measured: a structure of composition C21H32BN8Tl, with ωB97M-V with the def2-TZVPD basis set.

Cartesian coordinates (Å):
Tl1 0.5455 -1.5310 -1.3969
N1 3.0815 -1.2259 -0.9655
N2 -4.3572 -1.2123 -0.7189
N3 1.7654 1.4902 -0.1798
N4 -2.0681 -0.3168 -0.3812
N5 0.8337 -1.2489 1.1239
N6 3.5604 -0.3308 -0.0682
N7 1.6902 -0.3271 1.6310
N8 0.9349 0.9807 -1.1134
C1 0.7223 3.2029 -1.0766
C2 -5.3093 -1.1147 0.4030
C3 -5.7292 0.2893 -2.0908
C4 4.9170 -0.3131 -0.0921
C5 5.3247 -1.2519 -1.0171
C6 0.2132 -1.8190 2.1478
C7 3.9822 -2.8689 -2.5636
C8 2.3928 3.7294 0.8131
C9 -6.0737 0.1913 0.3638
C10 2.4074 0.5948 3.8622
C11 1.6323 2.8376 -0.1094
C12 1.6011 -0.3200 2.9757
C13 5.7769 0.5779 0.7567
C14 4.1403 -1.8005 -1.5237
C15 -0.7113 1.7957 -2.7511
C16 -6.7672 0.3007 -0.9867
C17 0.2970 2.0074 -1.6589
C18 0.6572 -1.2721 3.3525
C19 -3.1454 -0.7047 -0.5406
C20 -4.9704 -1.0240 -2.0376
C21 -0.8220 -2.8789 1.9629
B1 2.6124 0.5661 0.7494
H1 4.2927 -3.8441 -2.1794
H2 -6.7536 0.2580 1.1984
H3 -4.7341 -1.2399 1.3098
H4 -0.5232 -3.7603 2.5424
H5 2.0151 4.7363 0.7181
H6 -5.3649 0.9996 0.4866
H7 2.2471 3.4552 1.8563
H8 -5.0254 1.1220 -1.9505
H9 -7.3923 1.1975 -1.0433
H10 2.9458 -2.9379 -2.8607
H11 0.4450 4.2001 -1.3502
H12 -0.9023 2.7336 -3.2693
H13 4.6006 -2.6270 -3.4234
H14 -6.1832 0.3881 -3.0605
H15 -0.3600 1.0563 -3.4803
H16 6.3210 -1.4945 -1.2996
H17 -5.6601 -1.8597 -2.1795
H18 -1.8042 -2.5615 2.3263
H19 3.2370 1.2120 1.5021
H20 -0.9353 -3.1132 0.9094
H21 5.5983 1.6438 0.6070
H22 0.3199 -1.4466 4.3795
H23 2.1947 0.3764 4.9201
H24 -7.4401 -0.5387 -1.1118
H25 3.4719 0.4820 3.6860
H26 3.4659 3.7316 0.6177
H27 -4.2167 -1.0741 -2.8143
H28 -1.6673 1.4660 -2.3174
H29 6.8352 0.3728 0.5241
H30 -5.9859 -1.9629 0.3172
H31 2.1734 1.6352 3.7311
H32 5.6503 0.3901 1.8383

Forces on atoms 1 to 3 (eV/Å):
Tl -0.02 0.10 0.09
N 0.47 -0.11 0.18
N -0.22 -0.18 -0.09

Computed properties:
LUMO, eV: 0.5
Relative energy (zero: lowest compared OMol25 entry of this formula, charge and spin), eV: 0.000
Max |F|, hartree/bohr: 0.0178
Spin multiplicity: 1

***

Entry 4:
Computed, not measured: a structure of composition C21H32F6IrNO3P2 in a non-equilibrium geometry, with ωB97M-V with the def2-TZVPD basis set.

Cartesian coordinates (Å):
Ir1 -0.1105 -0.2447 0.3256
P1 -2.1159 -0.5380 -0.4897
P2 2.2405 -0.4838 -0.3673
F1 -0.1186 0.6805 4.2999
F2 0.4955 2.7008 4.8769
F3 0.5340 3.5892 0.6178
F4 0.8546 4.5424 2.5832
F5 2.3282 3.1365 1.7692
F6 1.9430 1.3366 3.9939
O1 1.3229 -1.7800 -4.0857
O2 -2.3394 -1.5468 -5.3822
O3 0.6507 1.0672 1.7127
N1 0.0950 1.2347 -1.3960
C1 -0.7183 -2.9659 3.4704
C2 1.0001 3.3797 1.8967
C3 3.2126 -0.5418 1.1693
C4 -3.2907 0.2227 0.6939
C5 1.3789 2.7757 -2.6439
C6 -0.7183 -1.8933 2.6025
C7 0.3369 -3.3064 0.9515
C8 2.5546 1.2025 -1.0292
C9 0.2320 3.2204 -3.2650
C10 -0.9680 2.5626 -3.0491
C11 0.1924 2.1554 2.4588
C12 -0.1781 -2.0441 1.3503
C13 0.2983 -4.3668 1.8690
C14 -0.9963 1.4970 -2.1473
C15 3.1334 -1.5506 -1.5142
C16 -2.2839 0.8711 -1.7077
C17 1.3019 1.7253 -1.7288
C18 -2.8240 -2.0731 -1.1017
C19 -0.2338 -4.1969 3.1434
C20 0.6527 1.7513 3.9210
C21 -1.2940 2.5215 2.4630
H1 -1.8873 1.6647 2.8007
H2 -0.2128 -5.0219 3.8342
H3 4.1928 -1.2283 -1.5982
H4 -2.6111 -0.7070 -5.7919
H5 -2.4697 -2.8545 -0.4119
H6 -1.1576 -0.9378 2.8478
H7 0.5584 -1.5778 -0.4190
H8 3.3862 1.1677 -1.7559
H9 0.8903 -2.5362 -3.5190
H10 -1.9385 2.8292 -3.4808
H11 -3.0117 1.5959 -1.3017
H12 0.6157 -1.1090 -4.2564
H13 -3.1216 1.2972 0.8282
H14 -3.9220 -1.9828 -1.0430
H15 -1.1423 -2.8038 4.4371
H16 2.6058 -1.5450 -2.4957
H17 0.7149 -3.5008 -0.0651
H18 3.0141 -1.5120 1.6392
H19 -1.4514 3.3589 3.1490
H20 0.2602 4.0795 -3.9455
H21 2.3642 3.2311 -2.7545
H22 -2.9110 0.5776 -2.5352
H23 -2.4890 -2.2699 -2.1355
H24 -4.3142 0.0340 0.3618
H25 2.7679 1.8967 -0.1988
H26 -1.5759 2.8415 1.4579
H27 3.1549 -2.5717 -1.0991
H28 4.2872 -0.4468 0.9480
H29 -1.5917 -1.2667 -4.8417
H30 0.6743 -5.3269 1.5602
H31 -3.1512 -0.2635 1.6576
H32 2.9036 0.2478 1.8662

Forces on atoms 1 to 3 (eV/Å):
Ir 4.25 0.28 1.67
P -2.14 2.35 -2.09
P 1.37 1.46 -0.12

Computed properties:
LUMO (spin up / spin down), eV: 0.0 / -1.7
Relative energy (zero: lowest compared OMol25 entry of this formula, charge and spin), eV: 1.572
Max |F|, hartree/bohr: 0.0889
Spin multiplicity: 5
Expectation value of S²: 6.032

***

Entry 5:
Computed, not measured: the molecule C21H32N2O3S, with ωB97M-V with the def2-TZVPD basis set.

Cartesian coordinates (Å):
S1 0.8338 -2.0379 -0.4137
O1 1.3269 -0.6952 -0.5066
O2 0.5842 -2.6013 0.8866
O3 -2.1255 3.5525 -0.5495
N1 -1.5875 3.3160 1.6202
N2 -0.5517 -2.1877 -1.3456
C1 -0.5135 4.2865 1.6205
C2 4.3833 -5.7563 -3.6018
C3 1.9190 -3.1290 -1.3153
C4 -3.9351 1.4570 -0.6094
C5 -1.6126 0.0029 0.4302
C6 -3.2887 1.8482 0.7220
C7 0.7284 4.2424 4.3036
C8 -1.1988 -0.9945 -1.8480
C9 3.3919 -3.4965 -3.1551
C10 -0.7726 5.3894 2.6518
C11 0.9604 3.1056 3.3126
C12 -0.6428 4.8742 4.0834
C13 2.0411 -4.4490 -0.9315
C14 0.8385 3.6100 1.8768
C15 -2.2475 -0.4066 -0.8979
C16 -2.6632 0.6024 1.3580
C17 3.5297 -4.8326 -2.7889
C18 2.5872 -2.6436 -2.4219
C19 -2.9220 0.8027 -1.5464
C20 2.8481 -5.2978 -1.6690
C21 -2.2728 2.9767 0.5094
H1 -0.4004 -0.2688 -2.0098
H2 -4.7616 0.7687 -0.4153
H3 1.6290 4.3378 1.6837
H4 -1.7693 5.8050 2.4906
H5 -0.7870 5.7021 4.7810
H6 1.5003 5.0030 4.1661
H7 -0.0455 6.1875 2.4914
H8 -2.2151 0.8265 2.3280
H9 5.2441 -5.2313 -4.0086
H10 -4.3363 2.3503 -1.0898
H11 2.4766 -1.6032 -2.6820
H12 0.2364 2.3074 3.4919
H13 -1.4231 4.1372 4.2881
H14 -0.8270 0.7362 0.2377
H15 1.9538 2.6787 3.4619
H16 1.5142 -4.7865 -0.0532
H17 -1.6582 -1.2372 -2.8128
H18 0.8062 3.8681 5.3266
H19 -3.4255 0.4963 -2.4663
H20 0.9668 2.7808 1.1784
H21 -4.0630 2.2461 1.3911
H22 -3.4546 -0.1319 1.5328
H23 -0.5191 4.7196 0.6141
H24 -1.1893 -2.8404 -0.9159
H25 2.9525 -6.3313 -1.3728
H26 -2.1641 1.5410 -1.8075
H27 -3.0072 -1.1764 -0.7031
H28 4.7291 -6.5954 -3.0037
H29 -1.1432 -0.8593 0.9081
H30 -1.7351 2.8043 2.4732
H31 3.9216 -3.1254 -4.0202
H32 3.8063 -6.1519 -4.4381

Forces on atoms 1 to 3 (eV/Å):
S -0.26 -0.61 -0.25
O -0.01 -0.02 -0.36
O 0.03 -0.25 -0.27

Computed properties:
LUMO, eV: 0.7
Relative energy (zero: lowest compared OMol25 entry of this formula, charge and spin), eV: 0.436
Max |F|, hartree/bohr: 0.0175
Spin multiplicity: 1

***

Entry 6:
Computed, not measured: the molecule C21H32N4O3, with ωB97M-V with the def2-TZVPD basis set.

Cartesian coordinates (Å):
O1 2.1263 4.0311 -0.9377
O2 1.2799 0.3744 3.3508
O3 2.9749 3.1156 4.9610
N1 0.6829 -0.8881 3.4302
N2 -0.8472 0.7249 3.7597
N3 3.9433 3.2028 0.1154
N4 1.9567 2.9585 2.9498
C1 0.5759 1.7807 -0.4176
C2 5.5088 3.6683 3.7244
C3 -1.5934 -1.6774 3.8380
C4 -4.5844 3.0660 -1.1787
C5 5.4997 4.7103 1.3141
C6 2.7137 3.0759 -0.4563
C7 4.7476 2.0888 0.5915
C8 -6.1002 3.0164 -1.0382
C9 4.3665 3.0276 2.9960
C10 3.0608 3.0303 3.7516
C11 2.0738 1.6895 -0.4776
C12 -0.5638 -0.6200 3.6755
C13 4.8268 4.4323 2.6327
C14 -1.6786 0.9936 0.3814
C15 0.3087 1.2610 3.5509
C16 -2.3639 2.0528 -0.4678
C17 4.5810 1.8101 2.0954
C18 -0.1795 0.9681 0.3118
C19 4.5629 4.5304 0.1261
C20 0.6509 2.7181 3.4989
C21 -3.8807 2.0109 -0.3351
H1 -2.3826 -1.5396 3.0989
H2 -6.4014 3.1780 -0.0010
H3 -1.9784 1.1102 1.4286
H4 -6.4890 2.0434 -1.3458
H5 3.7527 5.2567 0.1596
H6 -2.0454 -1.6068 4.8265
H7 0.6367 3.1162 4.5139
H8 6.4945 3.2769 3.5027
H9 2.4371 1.0311 0.3122
H10 -2.0886 1.9175 -1.5188
H11 0.3084 0.1951 0.9046
H12 5.1050 4.6966 -0.8108
H13 -2.0501 0.0026 0.0908
H14 5.4454 1.2425 2.4454
H15 0.1338 2.5581 -1.0282
H16 -4.2187 4.0569 -0.8928
H17 2.0801 2.9120 1.9522
H18 -4.2440 1.0173 -0.6219
H19 4.5095 1.1899 0.0258
H20 5.8600 5.7414 1.3016
H21 4.1456 5.2115 2.9606
H22 -4.1587 2.1433 0.7167
H23 -4.3060 2.9303 -2.2284
H24 5.3338 3.9519 4.7522
H25 -0.1182 3.2254 2.9176
H26 -6.5865 3.7777 -1.6490
H27 6.3892 4.0856 1.2082
H28 2.3820 1.2369 -1.4285
H29 -2.0035 3.0467 -0.1822
H30 5.7874 2.3144 0.3565
H31 -1.1450 -2.6594 3.7106
H32 3.7186 1.1518 2.2274

Forces on atoms 1 to 3 (eV/Å):
O 0.01 0.03 0.01
O -0.01 0.00 0.00
O 0.00 -0.02 0.00

Computed properties:
LUMO, eV: 0.8
Relative energy (zero: lowest compared OMol25 entry of this formula, charge and spin), eV: 3.167
Max |F|, hartree/bohr: 0.0014
Spin multiplicity: 1

***

Entry 7:
Computed, not measured: the molecule C21H32N4O3S, with ωB97M-V with the def2-TZVPD basis set.

Cartesian coordinates (Å):
S1 -4.5863 3.6149 -0.6895
O1 2.8193 3.7382 0.7463
O2 -7.0235 -1.2099 0.4811
O3 -3.0457 -0.6126 1.3133
N1 4.2803 -0.8612 -0.2200
N2 3.6223 1.6209 0.7659
N3 -3.7083 1.3790 0.4548
N4 -2.1387 3.0205 -0.0787
C1 5.5406 -0.2508 -0.6430
C2 -6.8898 -0.3849 -0.6525
C3 5.4699 1.2776 -0.7803
C4 3.4905 -1.4219 -1.3071
C5 -6.7772 -2.5878 0.3030
C6 -5.4954 0.2355 -0.8071
C7 0.9783 0.6843 1.3618
C8 -3.4368 2.6116 -0.0698
C9 -2.7390 0.4922 0.9187
C10 -5.0895 0.9259 0.4934
C11 2.8500 -0.3531 -2.1868
C12 0.2182 2.7434 0.3664
C13 -1.3621 0.9945 0.8940
C14 -0.3160 0.2135 1.3840
C15 4.4268 -1.7770 0.9036
C16 -1.0907 2.2713 0.3888
C17 5.0005 1.9612 0.5045
C18 1.2516 1.9534 0.8421
C19 2.6355 2.5346 0.7784
C20 -5.3184 -2.9669 0.0526
C21 5.1957 -3.0698 0.6164
H1 3.4352 0.6356 0.5863
H2 2.1500 -0.8257 -2.8717
H3 6.4683 1.6382 -1.0338
H4 -4.7579 -0.5317 -1.0424
H5 2.3057 0.3677 -1.5811
H6 -0.5557 -0.7607 1.7819
H7 2.6930 -2.0177 -0.8550
H8 5.6194 1.6403 1.3501
H9 6.3063 -0.4774 0.1034
H10 5.8768 -0.6762 -1.5988
H11 -7.6162 0.4227 -0.5105
H12 4.9263 -1.2306 1.7090
H13 -5.5215 0.9584 -1.6242
H14 -1.9670 3.9440 -0.4557
H15 -5.1935 -4.0343 0.2168
H16 4.6745 -3.6741 -0.1218
H17 -7.1552 -0.9350 -1.5654
H18 1.7732 0.0803 1.7700
H19 4.0932 -2.0900 -1.9438
H20 4.7951 1.5610 -1.5870
H21 3.5956 0.1712 -2.7773
H22 5.2875 -3.6498 1.5309
H23 6.1946 -2.8534 0.2446
H24 3.4210 -2.0343 1.2514
H25 -4.6646 -2.4281 0.7340
H26 5.0653 3.0485 0.4144
H27 -5.1803 0.2132 1.3152
H28 -7.1145 -3.0355 1.2418
H29 -5.0242 -2.7459 -0.9711
H30 0.4455 3.7292 -0.0111
H31 -7.4069 -2.9751 -0.5139
H32 -5.7311 1.7883 0.6807

Forces on atoms 1 to 3 (eV/Å):
S -0.31 0.38 -0.20
O -0.10 0.27 -0.10
O 0.06 0.10 0.15

Computed properties:
LUMO, eV: -0.1
Relative energy (zero: lowest compared OMol25 entry of this formula, charge and spin), eV: 0.102
Max |F|, hartree/bohr: 0.0154
Spin multiplicity: 1